{
  "formula": "C32H24Cl5GeN4NiO3S",
  "method": "the ωB97M-V functional and the def2-TZVPD basis",
  "homo_ev": [-7.4, -8.5],
  "multiplicity": 4,
  "homo_lumo_gap_ev": [6.985, 6.074],
  "species": ["Ge", "Ni", "Cl", "Cl", "Cl", "Cl", "Cl", "S", "O", "O", "O", "N", "N", "N", "N", "C", "C", "C", "C", "C", "C", "C", "C", "C", "C", "C", "C", "C", "C", "C", "C", "C", "C", "C", "C", "C", "C", "C", "C", "C", "C", "C", "C", "C", "C", "C", "C", "H", "H", "H", "H", "H", "H", "H", "H", "H", "H", "H", "H", "H", "H", "H", "H", "H", "H", "H", "H", "H", "H", "H", "H"],
  "xyz": [[-2.7999, -1.5508, 2.1593], [-1.3330, -0.3898, 0.5977], [-4.2550, 5.4728, 2.6303], [-5.8514, 4.7271, -0.0174], [-2.7886, -0.8688, 4.2715], [-4.9590, -1.7411, 1.7377], [-2.1940, -3.6941, 2.4440], [0.3551, 0.2700, -2.1995], [0.2850, -0.1508, -0.7491], [-3.8051, 0.8688, -2.4730], [-0.3695, 2.4227, 3.4907], [0.2150, -0.7393, 2.0186], [-2.0568, -1.7982, -0.9325], [-2.7281, 0.7102, -0.4137], [-1.4132, 1.3239, 1.7156], [2.0084, -0.9778, 4.1026], [4.2393, 2.9448, 0.1429], [3.0322, 2.6634, 0.7707], [1.8893, -1.9852, 3.1592], [3.0074, -3.6314, -0.1339], [-3.1221, 1.8394, 0.1837], [-2.7740, 3.3261, 2.1370], [-2.7996, -3.1328, -3.2360], [0.7394, 2.0647, -2.1810], [-3.1530, -1.8046, -3.0489], [-2.0780, -3.7829, -2.2475], [3.1683, 2.7216, -2.0008], [-0.5397, 1.4602, 2.7674], [-4.1929, 2.6651, -0.2288], [-2.3864, 2.1809, 1.3991], [-3.1763, 0.2596, -1.6270], [3.5636, -2.3681, 0.0300], [-2.7671, -1.1780, -1.8817], [-1.7274, -3.0788, -1.1059], [1.9588, 2.4153, -1.3789], [3.2262, -1.3394, -0.8401], [-3.8164, 4.0870, 1.7078], [1.8997, 2.4012, 0.0138], [-4.5340, 3.7533, 0.5122], [1.9471, -0.4332, -2.7877], [0.3348, 0.2352, 2.9269], [0.9793, -1.8261, 2.1302], [2.3429, -1.5697, -1.8894], [1.7843, -2.8358, -2.0481], [1.2201, 0.1565, 3.9816], [4.3048, 2.9828, -1.2453], [2.1121, -3.8634, -1.1732], [-3.7288, -1.2443, -3.7731], [3.2198, 2.7618, -3.0853], [5.1232, 3.1563, 0.7323], [4.2560, -2.1789, 0.8434], [1.7630, -0.7510, -3.8139], [2.7010, -1.0787, 4.9301], [0.9561, 2.1930, 0.4989], [2.4787, -2.8914, 3.2214], [-2.2418, 3.5884, 3.0351], [0.8046, 2.3705, -3.2288], [5.2379, 3.2242, -1.7416], [3.6374, -0.3435, -0.6955], [-0.1709, 2.4859, -1.7457], [1.6710, -4.8471, -1.3023], [-3.0902, -3.6559, -4.1400], [-4.7379, 2.4274, -1.1260], [0.8438, -2.5906, 1.3754], [2.6909, 0.3579, -2.7669], [1.0822, -3.0143, -2.8583], [1.2592, 0.9748, 4.6874], [-1.8008, -4.8259, -2.3430], [3.2692, -4.4354, 0.5463], [2.9669, 2.6558, 1.8540], [-1.1831, -3.5514, -0.2950]],
  "forces_ev_per_angstrom": [[-0.1984, -0.0981, 0.2060], [-0.2385, 0.1323, -0.0367], [-0.0870, 0.0217, -0.0607], [0.0218, 0.0565, 0.0911], [0.0045, 0.0242, -0.0194], [-0.0049, -0.0239, -0.0034], [0.0012, -0.0069, -0.0377], [-0.2184, -0.0263, 0.2857], [0.1860, 0.3953, -0.1520], [-0.0206, 0.0675, 0.0544], [-0.1475, 0.0474, -0.0323], [0.0798, -0.2801, -0.1218], [0.3048, -0.1649, -0.0264], [0.1136, -0.2821, -0.2928], [0.4004, -0.0560, 0.0737], [0.0097, 0.0219, 0.0574], [-0.0155, 0.0328, -0.0792], [-0.0032, -0.0250, 0.0353], [0.0472, -0.0261, 0.0678], [0.0074, 0.0125, -0.0585], [-0.0050, 0.1562, 0.1422], [0.0875, -0.1225, -0.0821], [0.0054, 0.0193, -0.0598], [0.1315, -0.1169, 0.1174], [-0.1022, -0.1241, -0.1618], [-0.0347, -0.0608, 0.0179], [0.0137, -0.0500, -0.0288], [0.0979, -0.0771, -0.1138], [0.1211, -0.0710, -0.0041], [-0.1970, 0.0513, -0.1154], [0.0311, -0.0726, 0.0822], [0.0238, -0.0104, -0.0440], [0.0430, 0.0995, 0.2646], [-0.0085, 0.1269, 0.0254], [-0.0536, -0.0320, -0.0025], [0.0045, 0.0046, 0.0615], [-0.1816, 0.0587, -0.1996], [0.0019, 0.0136, -0.0334], [0.0592, 0.1900, 0.2429], [-0.0384, -0.0486, 0.0854], [-0.1237, 0.0099, -0.1545], [-0.1842, 0.1229, -0.0405], [-0.0102, -0.0484, -0.0202], [0.0079, 0.0389, -0.0226], [0.1316, -0.0145, 0.1543], [-0.0361, -0.0100, 0.0254], [0.0152, 0.0005, 0.0175], [0.0219, -0.0326, 0.0239], [0.0053, 0.0053, 0.0626], [-0.0321, -0.0172, -0.0181], [-0.0548, -0.0140, -0.0676], [0.0255, -0.0013, 0.0046], [-0.0367, 0.0127, -0.0463], [-0.0489, -0.0414, 0.0452], [-0.0271, 0.0546, -0.0081], [0.0348, -0.0182, 0.0396], [0.0077, -0.0192, 0.0647], [-0.0587, -0.0187, 0.0362], [-0.0209, -0.0787, -0.0088], [0.0212, 0.0068, -0.0734], [0.0514, 0.1026, 0.0071], [0.0089, 0.0314, 0.0626], [-0.0119, -0.0347, -0.0388], [-0.0077, 0.0380, 0.0094], [0.0853, 0.0143, -0.0347], [0.0486, -0.0044, 0.0569], [0.0148, -0.0306, -0.0176], [-0.0140, 0.0760, 0.0002], [-0.0224, 0.0649, -0.0577], [-0.0037, -0.0066, -0.0963], [-0.0286, 0.0555, -0.0498]]
}

{
  "formula": "C32H24ClIrN3O4PS2",
  "method": "the ωB97M-V functional and the def2-TZVPD basis",
  "homo_ev": -7.7,
  "homo_lumo_gap_ev": 5.470,
  "relative_energy_kj_mol": 294.5,
  "species": ["Ir", "Cl", "S", "S", "P", "O", "O", "O", "O", "N", "N", "N", "C", "C", "C", "C", "C", "C", "C", "C", "C", "C", "C", "C", "C", "C", "C", "C", "C", "C", "C", "C", "C", "C", "C", "C", "C", "C", "C", "C", "C", "C", "C", "C", "H", "H", "H", "H", "H", "H", "H", "H", "H", "H", "H", "H", "H", "H", "H", "H", "H", "H", "H", "H", "H", "H", "H", "H"],
  "xyz": [[-0.0666, -0.0886, -0.0423], [0.2699, 10.0866, -1.3665], [-1.6073, 0.5626, -1.8290], [-2.3841, 0.1862, 0.9545], [-0.0760, -2.4564, -0.0310], [1.9466, 0.6765, 2.0580], [0.5951, 1.9665, 0.1663], [0.4196, 2.9959, -1.8124], [1.7057, 4.7640, 0.5548], [-5.9569, -0.4015, 0.6879], [-5.0533, 0.6915, -3.4314], [1.6010, -0.4938, 1.3738], [-0.1714, -3.2873, 2.5952], [-2.7763, -4.2207, 2.5276], [2.7124, -2.4048, 0.3707], [-0.8607, -4.4303, -3.5515], [2.6632, -1.0726, 0.8746], [1.0262, 7.5317, -1.7635], [-2.2112, -3.6862, 1.3829], [0.9010, 2.8050, -0.7169], [-0.8639, -3.1981, -1.4907], [-0.9057, -3.2069, 1.4114], [-2.0370, -4.3211, 3.6933], [1.5717, -3.1931, 0.0977], [-4.2277, 0.3260, -1.0440], [-0.1853, -3.9532, -2.4420], [-2.2006, -2.8615, -1.7132], [-2.8745, -3.3574, -2.8114], [1.1382, 6.6201, 2.4307], [-5.1924, -0.0405, -0.0893], [-2.2080, -4.1576, -3.7274], [3.9778, -3.0107, 0.2620], [1.3714, 5.9596, 0.0239], [1.3445, 6.2571, -1.3376], [4.1086, -4.3548, 0.0097], [0.7616, 8.2304, 0.5281], [0.7222, 8.5113, -0.8325], [2.9717, -5.1501, -0.1142], [-4.6736, 0.5279, -2.3595], [1.7193, -4.5661, -0.0924], [2.1247, 3.7065, -0.2521], [1.0793, 6.9622, 0.9745], [-2.8910, 0.3800, -0.6884], [-0.7293, -3.8621, 3.7203], [-2.7022, -2.1971, -1.0221], [-0.3282, -5.0168, -4.2862], [-3.7962, -4.5704, 2.5003], [2.6682, 4.0353, -1.1412], [-3.9145, -3.1121, -2.9642], [1.1216, 1.1229, 2.3011], [0.8399, -2.9059, 2.6229], [0.5519, 9.0113, 1.2408], [-2.4775, -4.7562, 4.5780], [-2.7324, -4.5488, -4.5871], [4.8555, -2.4060, 0.4344], [-2.7923, -3.6594, 0.4755], [2.7550, 3.0869, 0.3891], [1.0174, 7.7659, -2.8151], [5.0929, -4.7934, -0.0619], [2.1213, 6.2223, 2.6811], [0.8371, -5.1827, -0.2010], [0.8684, -4.1660, -2.3304], [3.0738, -6.2176, -0.2266], [3.6128, -0.5573, 0.9929], [1.5372, 5.5002, -2.0798], [-0.1449, -3.9583, 4.6231], [0.4147, 5.8396, 2.6664], [0.9385, 7.4911, 3.0492]],
  "forces_ev_per_angstrom": [[-1.3064, 0.1816, 0.5360], [-0.0605, 0.4320, -0.1144], [0.8332, -0.5901, 1.7550], [2.5114, -0.6502, -1.1614], [-1.5096, 1.0109, -0.1860], [0.4911, -0.9195, 0.1144], [-1.1782, -2.9008, 1.5665], [-0.1853, -0.2214, -0.3756], [-0.0620, 0.1122, 0.6295], [-0.3063, -0.0970, 0.3685], [-0.0620, 0.0047, -0.3225], [0.6372, 1.1860, -0.8593], [-0.0969, 0.0468, -0.1979], [-0.0226, -0.0751, 0.0478], [-0.3197, -1.6914, -0.9408], [-0.0514, -0.0943, -0.1604], [-0.8083, 1.6291, 1.1440], [-0.1195, 0.4761, 0.2643], [0.0944, 0.0699, -0.0459], [1.5884, 2.4095, -1.2196], [0.2181, 0.2216, -0.0822], [0.1312, 0.0047, -0.0256], [-0.0039, 0.0232, -0.0312], [0.5450, 0.3041, -0.0460], [1.0563, 0.0672, 0.5228], [0.0103, 0.0380, 0.1105], [0.1279, 0.0616, 0.1701], [-0.0593, -0.0673, -0.0901], [0.0329, -0.0577, -0.0286], [-0.2256, -0.0629, 0.3320], [0.0698, 0.0245, 0.0345], [-0.3656, 0.6352, 0.2762], [-0.1419, 0.9322, -0.2318], [0.0510, -0.4194, 0.3665], [-0.1969, -0.4061, -0.0727], [-0.0028, -0.0659, -0.2597], [0.1599, -0.5301, 0.0243], [0.3598, 0.1862, 0.0409], [0.0119, 0.1122, -0.5770], [-0.1414, 0.1991, 0.2360], [-0.5769, -1.0940, -0.5185], [0.1327, -0.3860, -0.3457], [-0.9840, -0.0117, -0.7497], [0.0153, -0.0083, 0.1796], [-0.1029, 0.0159, -0.0366], [0.0288, -0.0435, -0.0411], [-0.1104, -0.0487, -0.0072], [0.0207, 0.0470, 0.1271], [-0.0804, 0.0766, 0.0071], [-0.0818, -0.1036, -0.4215], [0.0961, -0.0268, 0.0882], [-0.0862, 0.1156, 0.1024], [-0.0214, -0.0315, 0.0624], [-0.0197, 0.0031, -0.0540], [0.1204, 0.0664, 0.0110], [-0.0395, 0.0104, 0.0047], [0.0945, 0.0808, -0.1245], [-0.0767, 0.0182, -0.1300], [0.0377, -0.0439, 0.0296], [0.0365, -0.0051, 0.0847], [-0.0235, -0.0069, -0.0581], [-0.0203, -0.0034, -0.0531], [-0.0324, -0.1149, -0.0990], [-0.0051, 0.0420, 0.2710], [-0.0162, -0.1615, -0.0153], [0.0541, 0.0562, 0.0820], [-0.0345, -0.0124, 0.0670], [-0.0285, 0.0510, 0.0267]]
}

{
  "formula": "C32H25BrN5OS4SbSiTc",
  "method": "the ωB97M-V functional and the def2-TZVPD basis",
  "homo_ev": [-4.8, -4.9],
  "charge": -1,
  "multiplicity": 3,
  "homo_lumo_gap_ev": [6.313, 5.161],
  "relative_energy_kj_mol": 137.4,
  "species": ["Sb", "Tc", "Br", "S", "S", "S", "S", "Si", "O", "N", "N", "N", "N", "N", "C", "C", "C", "C", "C", "C", "C", "C", "C", "C", "C", "C", "C", "C", "C", "C", "C", "C", "C", "C", "C", "C", "C", "C", "C", "C", "C", "C", "C", "C", "C", "C", "H", "H", "H", "H", "H", "H", "H", "H", "H", "H", "H", "H", "H", "H", "H", "H", "H", "H", "H", "H", "H", "H", "H", "H", "H"],
  "xyz": [[1.1485, -5.4248, -0.8786], [0.5468, -2.1941, 0.4157], [-4.6374, 1.0717, -4.9692], [2.4347, -0.4697, 0.6364], [2.0755, -3.9196, 0.8319], [-0.6532, -3.7327, -1.0242], [2.5209, -5.1573, -2.6748], [3.6775, 1.5787, 3.2932], [-1.1380, -2.7387, 1.5307], [3.0331, 0.0159, -9.0625], [-5.5423, 1.7696, 1.0000], [1.0066, -1.5293, 2.4081], [-0.7423, -0.5088, 0.2210], [-5.0832, 1.0930, 1.9445], [0.5553, -1.8852, 3.6079], [-2.4120, 1.6968, 0.5160], [1.7214, -1.2908, -4.0193], [2.3529, -0.6477, -6.6653], [1.6720, 0.2724, -5.8631], [-4.8772, 1.2723, -3.0947], [4.0857, 2.2846, 1.5995], [-0.4744, 0.6234, -0.4028], [-1.2690, 1.7615, -0.2385], [-3.1689, -1.9713, 2.4826], [2.6927, -1.8981, -6.1434], [-5.1194, 0.2959, -0.9272], [-2.7975, 0.4661, 1.0844], [-4.9542, 0.1461, -2.2917], [1.0040, -1.2650, 4.7530], [-2.0423, -1.8355, 1.6631], [-5.2219, 1.5692, -0.3546], [5.2640, 0.9615, 4.1150], [1.4128, -1.5975, -2.6677], [-1.8752, -0.5908, 0.9659], [2.3787, -2.2190, -4.8392], [2.7209, -0.2879, -7.9965], [-4.0897, -0.9426, 2.5800], [1.9261, -0.2291, 4.6260], [1.1426, -1.8484, -1.5088], [1.9465, -0.5748, 2.2833], [-4.9832, 2.5425, -2.5534], [2.4266, 0.1573, 3.3902], [1.3603, -0.0465, -4.5583], [-3.9888, 0.2373, 1.8476], [-5.1723, 2.6861, -1.1911], [2.9032, 2.9764, 4.3122], [0.6307, -1.5757, 5.7180], [-4.8714, -0.8415, -2.7245], [1.9668, 3.3024, 3.8543], [-0.1737, -2.6839, 3.6338], [2.2607, 0.2850, 5.5224], [2.6823, 2.6660, 5.3359], [-5.2611, 3.6723, -0.7525], [4.6076, 1.5604, 0.9751], [-4.9735, -1.0693, 3.1937], [2.6279, -3.1875, -4.4277], [3.1837, 2.5834, 1.0644], [-3.3034, -2.8969, 3.0263], [-2.9980, 2.5863, 0.6927], [-5.1658, -0.5792, -0.2922], [0.8288, 0.6634, -3.9391], [1.3978, 1.2338, -6.2775], [-4.9303, 3.4099, -3.1970], [3.5678, 3.8423, 4.3644], [5.0810, 0.6164, 5.1349], [-0.9649, 2.6893, -0.7035], [6.0215, 1.7481, 4.1586], [4.7252, 3.1653, 1.7080], [3.2043, -2.6132, -6.7746], [0.4075, 0.6235, -1.0263], [5.6816, 0.1263, 3.5490]],
  "forces_ev_per_angstrom": [[-0.2952, 1.3408, 0.2117], [0.8937, -0.9048, -0.2278], [-0.0067, 0.0152, 0.1136], [-0.5062, -0.4945, -0.3366], [-0.2826, -0.2566, -0.1356], [0.4323, -0.4178, 0.0069], [-0.0209, -0.2668, 0.0237], [0.0700, 0.1825, 0.3320], [0.2383, -0.1335, 0.1042], [-0.0453, -0.0293, 0.0566], [-0.3233, 0.0487, 0.6681], [0.0987, 0.3410, 0.0117], [-0.2872, 0.6602, -0.0619], [-0.3360, 0.6525, 0.1105], [-0.1150, -0.1198, 0.1916], [0.2003, 0.0229, -0.1827], [-0.0438, 0.0363, -0.0591], [-0.1010, -0.0185, 0.3993], [0.0542, -0.0358, -0.1042], [0.0023, 0.0330, -0.0926], [-0.1240, -0.2257, 0.0767], [0.0813, -0.3051, -0.0186], [-0.2941, 0.1370, 0.1028], [0.3848, -0.2404, -0.1175], [0.0268, 0.0479, -0.1284], [-0.0566, 0.1222, 0.1898], [-0.1099, -0.1003, 0.1698], [0.0218, -0.0323, -0.0242], [0.0158, 0.0124, -0.0325], [-0.3450, 0.1160, 0.0922], [0.3690, -0.2467, -0.8480], [-0.1655, 0.1523, -0.1045], [0.1400, 0.1030, 0.2512], [-0.1908, 0.0553, 0.0945], [-0.0227, 0.0925, 0.0292], [0.0979, 0.0499, -0.3331], [-0.2023, 0.4446, -0.2568], [0.0722, 0.1260, 0.0147], [-0.1183, 0.0490, 0.0164], [0.1521, 0.1180, 0.2602], [0.0244, -0.0246, -0.1440], [0.0097, -0.0523, -0.3654], [0.0173, -0.0721, -0.0581], [0.5680, -0.7246, -0.0992], [0.0496, -0.1130, 0.3173], [0.1857, -0.1607, -0.0629], [0.0005, 0.0014, 0.0047], [0.0011, 0.0110, -0.0046], [-0.0064, -0.0256, -0.0155], [0.0059, 0.0193, -0.0901], [-0.0073, -0.0102, -0.0032], [-0.0033, -0.0014, -0.0163], [-0.0728, -0.0058, 0.0065], [0.0039, -0.0204, -0.0192], [-0.0027, 0.0410, 0.0232], [0.0012, 0.0178, -0.0264], [-0.0225, -0.0028, -0.0049], [0.0088, 0.0153, 0.0137], [-0.1042, 0.0150, -0.0615], [-0.0183, -0.0175, -0.0487], [0.0145, -0.0015, 0.0237], [-0.0007, 0.0107, 0.0255], [0.0074, 0.0049, 0.0147], [0.0173, -0.0203, -0.0091], [-0.0347, -0.0113, -0.0131], [0.0109, -0.0098, -0.0057], [-0.0174, 0.0132, -0.0104], [-0.0198, -0.0261, 0.1171], [0.0124, -0.0060, 0.0252], [0.0359, 0.0355, 0.0294], [-0.0235, -0.0106, -0.0061]]
}